# 1
The following is a quantum chemistry calculation of 6 unconnected molecules or ions with the total composition C4H19N2O7 in a non-equilibrium geometry, from the OMol25 dataset.

The geometry in XYZ format:
```
32
Properties=species:S:1:pos:R:3:mulliken_charge:R:1
O 0.413 2.623 -0.576 -0.403
C -0.639 2.065 -0.483 -0.335
C -0.720 0.558 -0.382 0.391
C -0.922 0.248 1.106 -1.015
C -0.859 -1.233 1.377 0.385
N -0.263 -1.714 2.465 -0.346
O -1.294 -1.988 0.500 -0.667
N 0.488 -0.144 -0.919 -0.023
H -1.611 2.573 -0.377 0.396
H -1.575 0.146 -0.912 0.156
H -0.191 0.760 1.741 0.426
H -1.796 0.718 1.481 0.533
H 0.189 -2.609 2.539 0.267
H 0.060 -0.998 3.111 0.229
H 0.317 -1.047 -1.409 0.176
H 1.211 -0.298 -0.216 0.387
H 0.880 0.414 -1.682 0.512
H -0.005 1.320 -3.594 0.295
H 1.331 2.082 -3.924 0.276
O 0.832 1.631 -3.239 -0.607
H -2.585 -2.648 -2.483 0.301
H -2.046 -2.184 -1.075 0.451
O -1.968 -2.063 -2.036 -0.724
H -0.388 0.991 4.394 0.299
H 1.180 1.010 4.359 0.281
O 0.383 0.909 3.829 -0.628
H -0.311 -2.841 -2.046 0.363
H 1.020 -3.226 -2.760 0.303
O 0.658 -2.664 -2.071 -0.709
H 2.356 2.808 0.497 0.311
H 3.258 2.660 1.635 0.293
O 2.599 2.142 1.154 -0.575
```

Properties
**E_LUMO**: -2.544 eV
**Net charge**: +1
**Maximum force**: 2.4 eV/Å
**ΔE to the lowest compared entry with this formula, charge and spin**: 0.0 kJ/mol
**E_HOMO**: -13.68 eV
**Kohn-Sham gap**: 11.1 eV

---

# 2
The following is a quantum chemistry calculation of a molecular structure, C53H60Cl4F3N9NiO3 in a non-equilibrium geometry, from the OMol25 dataset.

The geometry in XYZ format:
```
133
Properties=species:S:1:pos:R:3:lowdin_spin:R:1
Ni -3.013 1.421 1.419 1.757
C -0.237 0.161 -0.072 0.009
O -0.055 -0.964 0.740 0.000
O -1.300 0.795 0.500 0.032
C 1.112 1.008 -0.116 0.001
F 1.872 0.710 -1.180 0.000
F 0.797 2.321 -0.291 0.000
F 1.782 0.904 1.016 0.000
C 0.867 -1.990 0.368 0.000
C 0.951 -2.918 1.556 0.000
H 1.412 -3.860 1.253 0.000
H 1.527 -2.567 2.416 0.000
H -0.035 -3.119 1.978 0.000
H 1.817 -1.653 -0.061 0.000
H 0.440 -2.536 -0.483 0.000
H -0.457 -0.141 -1.106 0.000
C -2.999 -1.582 4.598 0.002
C -2.552 -0.700 3.435 0.005
O -3.580 0.005 2.794 0.112
H -3.756 -2.289 4.261 0.000
H -3.381 -0.976 5.422 0.000
H -2.133 -2.127 4.982 0.000
H -2.083 -1.394 2.719 0.001
H -1.709 -0.018 3.622 0.001
N 1.075 5.257 -0.365 0.000
C 0.977 6.225 -1.289 0.000
C 1.972 6.870 -1.945 0.000
C 3.229 6.473 -1.542 0.000
C 3.472 5.462 -0.615 0.000
C 2.327 4.855 -0.061 0.000
H -0.067 6.366 -1.550 0.000
H 1.716 7.579 -2.717 0.000
H 4.082 6.960 -2.005 0.000
H 4.479 5.103 -0.474 0.000
H 2.516 4.005 0.582 0.000
N -2.234 2.801 2.874 0.049
C -2.852 3.274 3.960 0.003
C -2.186 3.969 4.972 0.002
C -0.847 4.270 4.814 -0.002
C -0.206 3.790 3.678 0.001
C -0.901 3.089 2.737 0.001
H -3.926 3.198 3.846 0.000
H -2.782 4.455 5.732 0.000
H -0.298 4.881 5.517 0.000
H 0.856 3.974 3.590 0.000
H -0.427 2.875 1.788 0.000
N 4.312 -6.265 -0.301 0.000
C 3.932 -5.490 0.703 0.000
C 4.094 -4.119 0.653 0.000
C 4.546 -3.515 -0.497 0.000
C 4.763 -4.326 -1.614 0.000
C 4.686 -5.697 -1.457 0.000
H 3.512 -5.877 1.624 0.000
H 3.803 -3.481 1.479 0.000
H 4.583 -2.462 -0.737 0.000
H 5.180 -3.916 -2.524 0.000
H 5.124 -6.378 -2.176 0.000
N 0.410 4.346 -4.555 0.000
C 0.262 3.577 -5.652 0.000
C 0.947 2.379 -5.882 0.000
C 1.768 1.859 -4.882 0.000
C 1.822 2.563 -3.716 0.000
C 1.203 3.825 -3.588 0.000
H -0.620 3.783 -6.248 0.000
H 0.758 1.905 -6.835 0.000
H 2.363 0.976 -5.073 0.000
H 2.471 2.333 -2.882 0.000
H 1.530 4.471 -2.784 0.000
N -4.560 -2.237 0.664 0.000
C -3.257 -2.282 0.290 0.000
C -2.689 -3.321 -0.374 0.000
C -3.467 -4.422 -0.780 0.000
C -4.833 -4.378 -0.513 0.000
C -5.285 -3.272 0.237 0.000
H -2.624 -1.405 0.378 0.000
H -1.644 -3.227 -0.634 0.000
H -2.983 -5.154 -1.413 0.000
H -5.466 -5.134 -0.954 0.000
H -6.347 -3.202 0.440 0.000
N 0.752 -4.082 5.565 0.000
C 1.934 -3.868 6.157 0.000
C 3.078 -4.451 5.613 0.000
C 3.011 -5.353 4.557 0.000
C 1.751 -5.599 4.034 0.000
C 0.626 -4.994 4.594 0.000
H 1.942 -3.293 7.071 0.000
H 4.011 -4.225 6.115 0.000
H 3.898 -5.757 4.091 0.000
H 1.700 -6.213 3.143 0.000
H -0.321 -5.086 4.079 0.000
N -0.264 -3.361 -5.591 0.000
C -0.314 -2.206 -4.983 0.000
C 0.505 -1.960 -3.847 0.000
C 1.315 -2.942 -3.329 0.000
C 1.273 -4.210 -3.923 0.000
C 0.479 -4.362 -5.055 0.000
H -0.738 -1.385 -5.550 0.000
H 0.470 -0.934 -3.498 0.000
H 2.012 -2.785 -2.516 0.000
H 1.835 -5.016 -3.471 0.000
H 0.358 -5.297 -5.582 0.000
N -3.062 3.158 0.080 0.016
C -4.024 4.108 0.174 0.003
C -4.026 5.355 -0.402 0.001
C -3.036 5.617 -1.358 -0.001
C -2.097 4.642 -1.602 0.000
C -2.094 3.516 -0.775 0.000
H -4.834 3.852 0.849 0.001
H -4.786 6.087 -0.177 0.000
H -3.013 6.543 -1.916 0.000
H -1.401 4.691 -2.427 0.000
H -1.248 2.841 -0.840 0.000
N -5.002 -0.401 -4.027 0.000
C -4.209 -0.904 -3.056 0.000
C -2.991 -0.347 -2.655 0.000
C -2.559 0.779 -3.349 0.000
C -3.359 1.392 -4.266 0.000
C -4.514 0.666 -4.661 0.000
H -4.638 -1.795 -2.614 0.000
H -2.418 -0.921 -1.943 0.000
H -1.603 1.215 -3.073 0.000
H -3.124 2.354 -4.698 0.000
H -5.029 0.993 -5.556 0.000
C 0.928 0.223 4.562 0.000
Cl 2.325 1.071 3.931 0.000
Cl 1.066 -0.497 6.203 0.000
H 0.088 0.901 4.442 0.000
H 0.768 -0.590 3.859 0.000
C 4.986 1.181 1.305 0.000
Cl 5.348 2.881 0.907 0.000
Cl 4.967 0.251 -0.181 0.000
H 5.679 0.830 2.067 0.000
H 4.044 1.005 1.821 0.000
```

Properties
**E_LUMO (spin up / spin down)**: 0.145 / 0.061 eV
**Multiplicity**: 3
**⟨S²⟩**: 2.0055
**Maximum force**: 2.8 eV/Å
**ΔE to the lowest compared entry with this formula, charge and spin**: 13.7 kJ/mol
**E_HOMO (spin up / spin down)**: -7.73 / -7.58 eV
**Kohn-Sham gap (spin up / spin down)**: 7.9 / 7.6 eV

---

# 3
The following is a quantum chemistry calculation of a single C2H3Cl2N molecule in a non-equilibrium geometry, from the OMol25 dataset.

The geometry in XYZ format:
```
8
Properties=species:S:1:pos:R:3:mulliken_charge:R:1
Cl -1.716 0.225 -1.222 -0.207
C -0.307 0.568 -0.171 0.652
Cl -0.183 2.230 0.246 -0.173
C 0.817 -0.339 -0.076 -0.456
N -0.277 -0.373 0.879 -0.554
H 0.868 -1.248 -0.784 0.212
H 1.744 0.054 0.185 0.264
H -0.946 -1.117 0.943 0.262
```

Properties
**SMILES string**: ClC1(Cl)CN1
**E_LUMO**: 0.879 eV
**Maximum force**: 4.3 eV/Å
**ΔE to the lowest compared entry with this formula, charge and spin**: 84.6 kJ/mol
**E_HOMO**: -9.91 eV
**Kohn-Sham gap**: 10.8 eV